This record from OMol25 describes a structure of composition C12H35FHfNO9 in a non-equilibrium geometry. The level of theory is ωB97M-V/def2-TZVPD.

CARTESIAN COORDINATES (ANGSTROEM)
1 Hf -0.60 -3.13 -1.08
2 F 0.03 -1.25 0.19
3 O 2.77 -0.77 1.41
4 O -1.93 0.54 1.29
5 O 1.54 -3.86 -0.05
6 O -0.80 -3.76 1.17
7 O -0.76 2.77 3.25
8 O -1.38 -1.11 -2.45
9 O 2.85 1.35 3.61
10 O -0.01 3.21 0.18
11 O -1.65 -3.74 -3.28
12 N -1.17 1.39 -1.82
13 C 2.20 1.37 2.44
14 C -2.40 -2.75 -3.84
15 C -0.07 4.62 0.65
16 C 0.17 1.65 -1.73
17 C 0.63 1.47 -3.09
18 C 0.48 3.13 -1.19
19 C 2.98 0.63 1.30
20 C -1.64 -1.46 -3.84
21 C -1.73 0.56 2.67
22 C 0.28 -4.27 2.02
23 C -1.93 1.95 3.33
24 C 1.68 -4.10 1.30
25 H 0.28 -3.84 3.02
26 H -1.49 1.68 -0.91
27 H -2.30 -0.28 3.07
28 H 2.54 1.04 0.39
29 H 1.95 -1.09 1.04
30 H -0.82 0.11 3.08
31 H -1.05 5.08 0.75
32 H 0.70 0.94 -1.09
33 H -1.63 -4.00 1.60
34 H 1.97 2.42 2.25
35 H 0.60 5.27 0.09
36 H 1.20 0.95 2.58
37 H 0.27 -5.35 1.88
38 H 2.33 -3.99 -0.57
39 H -2.39 -0.86 -4.36
40 H 3.30 0.51 3.73
41 H 0.36 4.64 1.65
42 H 2.42 -4.88 1.49
43 H 0.64 0.47 -3.51
44 H 1.63 1.89 -3.17
45 H -1.53 2.14 -2.40
46 H -3.41 -2.74 -3.44
47 H 0.11 1.99 -3.89
48 H -1.11 -0.18 -2.41
49 H 1.49 3.35 -1.51
50 H -2.68 2.42 2.68
51 H -0.45 2.95 2.36
52 H -0.76 -1.39 -4.47
53 H -1.16 0.12 0.89
54 H 2.13 -3.20 1.71
55 H -0.04 3.92 -1.73
56 H -2.55 -2.99 -4.90
57 H -2.42 2.08 4.29
58 H -1.71 -4.55 -3.80
59 H 4.02 0.95 1.20

Calculated values
net charge: +3
strongest force on any atom: 0.110 Eh/bohr
HOMO: -16.71 eV

Löwdin population analysis, charges in e, atoms 1 to 2: atom 1 (Hf): 2.26, atom 2 (F): -0.43



This record from OMol25 describes a cluster of 5 separate species, C12H35NO9 in total in a non-equilibrium geometry. The level of theory is ωB97M-V/def2-TZVPD.

CARTESIAN COORDINATES (ANGSTROEM)
1 O 6.79 -19.24 0.72
2 O 8.26 -10.99 4.36
3 O 4.69 -16.12 4.13
4 O 10.44 -13.60 -2.60
5 O 10.11 -11.08 -0.03
6 O 3.93 -12.67 5.09
7 O 5.50 -5.66 2.96
8 O 7.74 -16.61 0.64
9 O 3.39 -7.91 2.67
10 N 10.76 -12.24 3.11
11 C 4.63 -13.66 4.36
12 C 9.41 -12.84 3.31
13 C 7.00 -10.91 3.72
14 C 4.31 -15.04 5.01
15 C 9.92 -12.39 -2.03
16 C 9.45 -14.37 3.27
17 C 8.75 -12.30 4.58
18 C 7.15 -17.12 1.83
19 C 10.82 -12.01 -0.88
20 C 4.70 -7.80 2.11
21 C 6.16 -18.25 1.51
22 C 5.14 -6.41 1.77
23 H 7.56 -19.55 1.20
24 H 4.34 -13.72 3.31
25 H 11.73 -11.52 -1.23
26 H 9.80 -11.63 -2.80
27 H 4.41 -5.85 1.19
28 H 4.65 -15.22 6.03
29 H 9.47 -12.21 5.39
30 H 9.67 -14.81 2.29
31 H 6.25 -11.59 4.11
32 H 11.28 -12.86 2.50
33 H 8.40 -14.67 3.39
34 H 7.00 -16.31 0.10
35 H 7.92 -12.98 4.82
36 H 8.89 -12.63 2.37
37 H 6.73 -16.29 2.40
38 H 3.22 -15.03 4.94
39 H 9.97 -13.73 -3.43
40 H 7.94 -17.56 2.45
41 H 11.09 -12.84 -0.23
42 H 5.29 -8.35 2.86
43 H 3.36 -7.57 3.56
44 H 11.30 -12.22 3.97
45 H 5.35 -17.82 0.92
46 H 7.20 -10.97 2.64
47 H 8.99 -12.66 -1.51
48 H 4.75 -8.43 1.23
49 H 6.65 -9.89 3.89
50 H 5.49 -4.74 2.70
51 H 9.99 -14.93 4.03
52 H 3.89 -16.53 3.80
53 H 5.72 -13.62 4.36
54 H 6.09 -6.53 1.22
55 H 3.05 -12.65 4.69
56 H 5.73 -18.71 2.40
57 H 10.20 -11.34 0.89

Calculated values
net charge: 0
strongest force on any atom: 0.055 Eh/bohr
SMILES: COC[C@H](C)N.OCCO.OCCO.OCCO.OCCO
HOMO: -9.42 eV

Löwdin population analysis, charges in e, atoms 1 to 2: atom 1 (O): -0.06, atom 2 (O): -0.18



This record from OMol25 describes a structure of composition C12H36B3MnO6S3 in a non-equilibrium geometry. The level of theory is ωB97M-V/def2-TZVPD.

CARTESIAN COORDINATES (ANGSTROEM)
1 Mn -22.88 -7.20 22.91
2 S -22.61 -3.46 22.34
3 S -22.50 -5.88 26.30
4 S -19.81 -7.55 24.47
5 O -19.18 -6.33 25.10
6 O -23.84 -2.67 22.44
7 O -22.54 -4.87 22.77
8 O -21.07 -5.59 26.77
9 O -22.70 -6.31 24.93
10 O -20.96 -7.51 23.56
11 C -18.49 -8.47 23.60
12 C -19.20 -10.16 25.29
13 C -24.81 -6.30 27.67
14 C -20.62 -2.07 21.24
15 C -21.37 -2.78 23.52
16 C -23.56 -4.40 26.70
17 C -20.19 -2.42 22.68
18 C -23.42 -6.95 27.46
19 C -20.01 -8.91 25.78
20 C -24.59 -4.79 27.65
21 C -18.02 -9.59 24.43
22 C -21.65 -3.04 20.73
23 B -22.35 -8.07 20.76
24 B -24.93 -6.59 22.41
25 B -23.31 -9.15 24.18
26 H -21.79 -8.68 21.45
27 H -21.02 -9.06 26.16
28 H -23.29 -8.96 23.12
29 H -23.07 -10.20 24.19
30 H -23.41 -8.23 20.84
31 H -24.89 -7.65 22.21
32 H -25.28 -6.57 28.62
33 H -19.78 -2.08 20.55
34 H -19.39 -8.60 26.62
35 H -22.82 -6.84 28.36
36 H -24.29 -8.95 24.57
37 H -24.75 -6.43 23.47
38 H -22.00 -7.05 20.81
39 H -24.15 -4.64 28.63
40 H -22.94 -3.55 26.98
41 H -22.22 -8.48 19.77
42 H -19.82 -10.74 24.60
43 H -25.45 -4.13 27.52
44 H -17.23 -9.32 25.13
45 H -22.41 -2.76 20.00
46 H -25.90 -6.15 22.21
47 H -23.30 -7.95 27.04
48 H -17.66 -10.34 23.72
49 H -18.77 -10.78 26.07
50 H -19.52 -3.26 22.49
51 H -21.21 -3.98 20.38
52 H -24.08 -6.20 21.88
53 H -18.95 -8.83 22.68
54 H -21.35 -3.59 24.24
55 H -22.62 -8.57 24.78
56 H -19.56 -1.65 23.14
57 H -24.08 -4.18 25.77
58 H -25.40 -6.66 26.83
59 H -20.99 -1.04 21.29
60 H -21.72 -1.95 24.13
61 H -17.76 -7.70 23.37

Calculated values
multiplicity: 6
net charge: -1
strongest force on any atom: 0.087 Eh/bohr
HOMO (alpha / beta): -4.10 / -4.87 eV

Löwdin population analysis, charges in e, atoms 1 to 2: atom 1 (Mn): 0.63, atom 2 (S): 0.80



This record from OMol25 describes a structure of composition C12H36BNO4Si2 in a non-equilibrium geometry. The level of theory is ωB97M-V/def2-TZVPD.

CARTESIAN COORDINATES (ANGSTROEM)
1 Si -0.47 2.04 -0.89
2 Si 1.71 1.80 -2.79
3 O -1.38 -0.72 -0.70
4 O 4.58 -0.43 3.16
5 O -7.66 0.05 -1.63
6 O 0.06 1.86 -2.48
7 N -3.13 0.82 -0.01
8 C 5.39 -0.56 5.48
9 C 2.58 -1.80 3.54
10 C -7.96 -2.39 -1.78
11 C 4.08 2.13 -0.56
12 C -6.24 0.04 -1.71
13 C 2.63 0.45 -1.85
14 C 4.05 0.89 -1.47
15 C -5.70 0.12 -3.12
16 C 4.03 -1.73 3.10
17 C -8.32 -1.01 -2.30
18 C 4.79 -0.26 -0.80
19 C 4.60 0.19 4.43
20 B -1.79 0.56 -0.50
21 H 2.34 3.12 -2.60
22 H 4.89 -1.09 -1.49
23 H -1.11 3.35 -0.66
24 H -8.16 -0.95 -3.38
25 H 3.15 2.26 -0.02
26 H 4.64 -2.43 3.68
27 H 4.87 2.01 0.17
28 H 3.57 0.38 4.78
29 H 2.11 0.08 -0.96
30 H -6.90 -2.62 -1.93
31 H 5.05 1.17 4.27
32 H -8.54 -3.15 -2.30
33 H -5.91 0.92 -1.15
34 H -0.66 -0.69 -1.36
35 H 4.57 1.15 -2.39
36 H 1.84 1.48 -4.23
37 H 4.27 3.03 -1.12
38 H -3.42 1.76 -0.26
39 H 2.20 -2.81 3.43
40 H 5.79 0.04 -0.53
41 H 0.67 1.84 0.03
42 H -9.39 -0.83 -2.13
43 H -8.16 -2.47 -0.71
44 H -3.27 0.67 0.98
45 H 2.45 -1.51 4.59
46 H 2.69 -0.39 -2.53
47 H 4.97 -1.55 5.68
48 H 5.40 -0.01 6.42
49 H 4.23 -0.57 0.08
50 H -6.07 1.01 -3.62
51 H 4.10 -2.03 2.06
52 H -5.99 -0.74 -3.73
53 H 1.96 -1.13 2.94
54 H -4.61 0.16 -3.10
55 H -5.84 -0.83 -1.18
56 H 6.42 -0.70 5.15

Calculated values
net charge: 0
strongest force on any atom: 0.022 Eh/bohr
HOMO: -9.32 eV

Löwdin population analysis, charges in e, atoms 1 to 2: atom 1 (Si): 0.61, atom 2 (Si): 0.54